# 1
Here is C31H28BrF5N3PtS2Si as an isolated structure from the Open Molecules 2025 dataset. Energies are from ωB97M-V with the def2-TZVPD basis set.

Output
Energy above the lowest of the compared OMol25 structures with the same formula, charge and spin in eV: 0.537
Largest force on an atom in eV Å⁻¹: 1.2
Charge: -1
Frontier orbital gap (alpha / beta) in eV: 5.65 / 6.68
HOMO energy (alpha / beta) in eV: -3.694 / -4.736
⟨S²⟩: 2.010
Spin multiplicity: 3

Structure (XYZ):
```
72
C31H28BrF5N3PtS2Si | the Open Molecules 2025 dataset | ωB97M-V with the def2-TZVPD basis set
Pt 1.18 0.83 -0.37
C -0.40 2.14 -0.77
Si -1.97 1.40 -0.06
C -2.14 -0.37 -0.81
N -0.94 -1.16 -0.59
C -0.89 -1.69 0.78
C -0.81 -3.22 0.85
C -1.91 -3.83 -0.02
C -1.81 -3.34 -1.47
C -0.78 -2.20 -1.58
C -2.11 1.26 1.84
C -3.25 0.71 2.41
C -3.42 0.66 3.78
C -2.43 1.16 4.62
C -1.28 1.70 4.07
C -1.13 1.75 2.69
C -3.60 2.27 -0.54
C -4.35 3.00 0.38
C -5.54 3.60 0.02
C -6.01 3.49 -1.28
C -5.27 2.79 -2.21
C -4.08 2.19 -1.84
H -0.23 3.17 -0.44
H -0.42 2.14 -1.87
H -2.27 -0.25 -1.89
H -3.04 -0.89 -0.45
H -1.79 -1.38 1.32
H -0.03 -1.26 1.31
H -0.94 -3.53 1.88
H 0.16 -3.57 0.52
H -2.88 -3.54 0.40
H -1.85 -4.92 0.03
H -2.78 -3.00 -1.82
H -1.49 -4.16 -2.13
H -0.85 -1.74 -2.57
H 0.22 -2.63 -1.49
H -4.04 0.33 1.77
H -4.32 0.24 4.20
H -2.56 1.14 5.69
H -0.50 2.09 4.71
H -0.23 2.17 2.27
H -3.99 3.09 1.39
H -6.11 4.15 0.76
H -6.95 3.96 -1.56
H -5.62 2.72 -3.24
H -3.52 1.64 -2.58
F 8.53 0.14 -0.24
C 7.28 0.46 -0.61
C 7.02 0.98 -1.88
F 8.03 1.14 -2.75
C 5.73 1.31 -2.25
F 5.53 1.80 -3.48
C 4.62 1.13 -1.40
S 3.06 1.56 -1.97
C 4.92 0.60 -0.13
F 3.95 0.36 0.76
C 6.21 0.26 0.25
F 6.41 -0.27 1.47
S 2.05 2.41 1.44
C 1.99 3.86 0.67
N 2.00 4.92 0.20
Br 4.07 -5.46 -0.80
C 3.35 -3.70 -0.64
C 3.09 -2.95 -1.79
C 2.49 -1.72 -1.63
N 2.15 -1.21 -0.44
C 2.44 -1.93 0.65
C 3.04 -3.17 0.60
H 3.33 -3.32 -2.77
H 2.28 -1.10 -2.49
H 2.20 -1.48 1.60
H 3.24 -3.72 1.51
```

# 2
Here is one molecule with the formula C4H7NO2 from the Open Molecules 2025 dataset. Energies are from ωB97M-V with the def2-TZVPD basis set.

Output
Energy above the lowest of the compared OMol25 structures with the same formula, charge and spin in eV: 3.818
SMILES string: C/C(=N\O)[C@H]1CO1
Largest force on an atom in eV Å⁻¹: 0.5
Charge: 0
Frontier orbital gap in eV: 10.80
HOMO energy in eV: -9.872

Structure (XYZ):
```
14
C4H7NO2 | the Open Molecules 2025 dataset | ωB97M-V with the def2-TZVPD basis set
C 0.89 -0.77 -1.45
C 0.18 -0.25 -0.23
N 0.17 -0.81 0.92
O 0.90 -1.97 1.03
C -0.80 0.89 -0.22
C -0.96 1.59 1.04
O -0.41 2.25 -0.11
H 0.15 -1.18 -2.14
H 1.43 0.03 -1.97
H 1.58 -1.56 -1.16
H 0.72 -2.20 1.96
H -1.66 0.73 -0.87
H -1.96 1.86 1.38
H -0.22 1.40 1.82
```

# 3
Here is C23H17Cl5N6O3Pt as an isolated structure from the Open Molecules 2025 dataset. Energies are from ωB97M-V with the def2-TZVPD basis set.

Output
Energy above the lowest of the compared OMol25 structures with the same formula, charge and spin in eV: 1.226
Largest force on an atom in eV Å⁻¹: 1.1
Charge: +2
Frontier orbital gap in eV: 5.67
HOMO energy in eV: -14.163

Structure (XYZ):
```
55
C23H17Cl5N6O3Pt | the Open Molecules 2025 dataset | ωB97M-V with the def2-TZVPD basis set
Pt 0.01 0.03 0.79
Cl -5.98 3.41 0.52
C -4.59 2.56 1.00
C -3.62 2.23 0.11
C -2.44 1.56 0.58
N -1.43 1.16 -0.17
C -1.59 1.03 -1.61
O -1.63 1.96 -2.35
C -1.65 -0.42 -2.00
C -2.19 -0.80 -3.21
C -2.24 -2.16 -3.49
C -1.75 -3.06 -2.55
C -1.22 -2.56 -1.36
N -1.19 -1.27 -1.08
C -2.31 1.19 2.01
C -3.36 1.57 2.92
C -4.45 2.21 2.44
Cl -5.72 2.65 3.48
N -1.23 0.45 2.24
C -0.93 -0.19 3.49
O -1.66 -0.16 4.44
C 0.38 -0.88 3.42
C 0.92 -1.41 4.57
C 2.19 -1.97 4.51
C 2.86 -1.95 3.31
C 2.24 -1.40 2.19
N 1.02 -0.89 2.24
H -3.69 2.52 -0.93
H -2.54 -0.06 -3.91
H -2.66 -2.52 -4.42
H -1.78 -4.12 -2.73
H -0.81 -3.23 -0.61
H -3.28 1.31 3.97
H 0.34 -1.37 5.49
H 2.64 -2.39 5.40
H 3.86 -2.35 3.21
H 2.71 -1.38 1.21
C 1.63 0.86 -2.72
N 2.04 -0.52 -2.78
C 2.42 -1.02 -4.10
C 2.10 -1.30 -1.72
O 1.76 -1.00 -0.56
H 2.45 1.51 -3.03
H 1.36 1.11 -1.69
H 0.78 1.04 -3.38
H 1.54 -1.11 -4.73
H 2.90 -1.99 -4.00
H 3.12 -0.33 -4.56
H 2.51 -2.30 -1.92
Cl 4.96 1.36 -0.34
C 4.06 2.77 0.23
Cl 4.87 3.54 1.60
Cl 3.78 3.91 -1.10
C 2.75 2.28 0.68
N 1.72 1.87 1.01
```